# C15H23BF16IN2O3

3 unconnected molecules or ions with the total composition C15H23BF16IN2O3 in a non-equilibrium geometry (wB97M-V/def2-TZVPD, the OMol25 dataset).

Its LUMO energy is -3.3 eV. As for the frontier orbital gap: 0.35071 Eh. Its total charge is +1. For the electronic energy, the calculation gives -77304.0958 eV. As for the HOMO energy: -12.809 eV. Its relative energy (zero: lowest compared OMol25 entry of this formula, charge and spin) is 0.0000 eV.

```
61
Properties=species:S:1:pos:R:3:mulliken_charge:R:1
F 5.343 3.804 4.798 -0.258
F 4.866 -0.618 3.312 -0.285
H -6.006 3.731 2.568 0.299
F 6.914 3.471 2.660 -0.324
F 2.221 -2.275 -6.513 -0.257
H -0.391 -1.462 -0.672 -0.162
C 5.854 2.628 2.833 0.892
H -5.065 1.418 -0.675 0.323
H 6.891 1.645 1.303 0.396
H -4.261 3.491 2.702 0.339
F -3.529 -3.057 -4.638 -0.261
F -1.569 -3.815 -5.260 -0.224
O -4.978 0.951 3.302 -0.559
H -4.504 0.279 3.798 0.322
I 0.192 1.105 -0.358 0.031
C 5.646 2.569 4.353 0.065
H 0.321 -1.190 0.914 0.489
C 6.239 1.328 2.115 -0.708
C -1.677 -2.477 -3.325 0.786
F -1.602 -1.297 -3.958 -0.290
F 0.131 -1.850 -6.014 -0.220
C 2.944 0.021 2.059 0.670
C -2.349 -3.547 -4.202 0.225
F 2.859 -2.437 -3.907 -0.316
F 2.248 -0.980 2.664 -0.297
N -4.146 -0.098 1.186 -0.212
H -4.721 -0.386 0.393 0.369
H -2.397 1.104 1.256 0.444
H 2.582 0.118 1.035 -0.097
C 1.559 -2.605 -4.289 0.759
F 4.776 3.186 2.247 -0.271
H -2.824 0.525 -0.346 0.461
F -2.505 -2.284 -2.242 -0.283
C 0.724 -2.178 -3.077 -0.634
C -2.744 0.234 0.699 -0.836
F 4.554 -1.461 1.333 -0.299
F 4.618 1.747 4.656 -0.219
H 1.664 -0.728 -5.387 0.301
C 1.404 -1.774 -5.570 0.092
H 1.348 -2.425 -2.218 0.444
H 6.551 2.218 4.855 0.297
H -4.099 -0.917 1.793 0.370
C -1.838 -0.975 0.869 -0.567
F 2.701 1.160 2.726 -0.251
H 0.552 -1.101 -3.072 0.314
O -0.480 -2.890 -2.838 -0.431
B -4.812 1.097 1.966 0.478
H -1.714 -1.191 1.934 0.413
O 5.178 0.642 1.468 -0.369
N -5.236 2.226 1.277 -0.007
H -4.942 4.303 1.282 0.386
C 4.442 -0.327 2.073 0.691
C -4.977 2.374 -0.155 -1.063
C -5.099 3.508 2.007 -0.959
H -5.726 3.035 -0.592 0.374
C -0.448 -0.853 0.225 -0.567
H -3.992 2.804 -0.357 0.406
F 1.357 -3.906 -4.556 -0.276
H -2.339 -1.833 0.409 0.471
H 6.811 0.674 2.772 0.327
H -2.518 -4.457 -3.623 0.265
```


# C17H29F6N4O6

4 unconnected molecules or ions with the total composition C17H29F6N4O6 in a non-equilibrium geometry (wB97M-V/def2-TZVPD, the OMol25 dataset).

Its LUMO energy is 1.7 eV. As for the frontier orbital gap: 0.22302 Eh. Its total charge is -1. For the electronic energy, the calculation gives -52644.5849 eV. As for the HOMO energy: -4.389 eV.

```
62
Properties=species:S:1:pos:R:3:mulliken_charge:R:1
H -0.432 -5.847 -0.193 0.296
H -0.141 3.753 -6.617 0.305
C 2.548 0.406 -0.116 0.135
H -0.157 2.848 3.448 0.413
C 2.087 2.078 3.185 -0.566
H 0.081 0.997 3.195 0.185
C 0.264 -4.794 2.984 -0.967
H 1.482 -0.282 1.777 0.100
H 2.780 1.875 2.245 0.160
H -2.588 -1.502 -2.150 0.285
F -2.301 1.974 2.128 -0.289
O 1.147 1.319 -7.027 -0.620
H -0.591 4.063 -4.914 0.373
H 2.576 1.426 -5.587 0.283
H 2.529 0.987 -1.158 0.156
O -1.803 -0.482 -0.579 -0.674
F 3.756 3.970 3.061 -0.273
H 2.591 2.740 -3.808 0.269
F 3.321 3.137 5.256 -0.317
H -0.987 2.498 -5.683 0.293
H -4.042 -2.841 1.527 0.367
F -1.928 2.807 -0.167 -0.246
H -0.253 -6.876 1.251 0.358
C -4.168 -3.194 -0.991 -0.900
H 1.275 -4.963 3.367 0.300
C 1.611 1.777 -5.990 0.120
C -0.251 3.305 -5.625 -0.965
C 1.094 -4.034 0.823 0.080
O 1.502 4.599 1.162 -0.724
H -3.678 -1.096 1.385 0.316
H 1.812 4.317 -4.098 0.285
H 2.292 1.164 3.925 0.348
C 0.484 2.069 2.856 -0.882
O 3.723 0.139 0.460 -0.598
O 1.819 -3.173 1.305 -0.584
H -3.875 -4.185 -0.633 0.285
N 0.285 -4.890 1.540 0.160
H -1.591 -5.694 1.153 0.324
C -2.528 -1.344 -1.061 0.032
C -0.546 -5.885 0.894 -0.951
H -0.906 0.402 0.642 0.371
N 1.023 2.752 -5.213 0.178
F -1.494 4.229 1.757 -0.244
N -3.337 -2.199 -0.344 0.188
C 1.638 3.241 -3.997 -0.989
C -1.448 2.832 1.245 0.439
C 0.103 2.196 1.259 0.843
H -2.347 -2.272 1.483 0.189
C 2.653 3.417 3.931 0.784
H -4.055 -3.156 -2.077 0.287
N 0.004 0.898 0.510 0.252
H -0.056 -3.787 3.269 0.279
C 1.010 3.364 0.478 -0.152
H 0.847 -1.068 0.192 0.016
C 1.174 -0.026 0.678 0.002
F 1.666 4.498 4.145 -0.240
C -3.358 -2.103 1.100 -0.877
H 1.034 -4.193 -0.266 0.329
H -0.419 -5.532 3.411 0.396
H -5.213 -3.003 -0.732 0.345
H 0.961 3.055 -3.159 0.477
O 1.320 3.290 -0.843 -0.545
```